[1]
C4H8OSi in the gas phase. Source: the OMol25 dataset; level of theory: wB97M-V/def2-TZVPD.

The geometry in XYZ format:
```
14
Properties=species:S:1:pos:R:3
C -1.6736 0.2125 -0.0348
C -1.4142 -1.0118 0.7120
C -0.7254 1.3811 0.1439
C 0.6486 -0.9036 -1.0712
O -2.6139 0.2691 -0.7980
Si 1.0490 0.6810 -0.1818
H -1.1029 -0.9501 1.7526
H -1.9039 -1.8910 0.3181
H -0.8847 2.1410 -0.6639
H -0.6831 1.6948 1.1630
H 1.4685 -1.5939 -1.2081
H -0.3046 -1.1637 -1.5451
H 2.1699 1.4856 -0.5452
H 1.7284 0.1626 0.9256
```

Properties
2S+1: 1
charge: 0
energy above the lowest of the compared OMol25 structures with the same formula, charge and spin: 91.7 kcal per mole
HOMO energy (spin up / spin down): -9.271 / -8.989 eV

---

[2]
A molecular structure, C23H44LaNP3S. Source: the OMol25 dataset; level of theory: wB97M-V/def2-TZVPD.

The geometry in XYZ format:
```
73
Properties=species:S:1:pos:R:3
La 0.1120 -0.7183 -0.3461
P 2.0565 1.2041 0.9707
P -1.5550 0.3691 2.0580
P -1.1608 1.8854 -1.3928
H 0.6695 -5.4512 -7.8986
C 0.8628 -4.4389 -8.2741
C 2.1038 -3.9253 -8.2850
H 2.9601 -4.5043 -7.9176
C 3.5006 0.2741 1.6518
C 1.7798 2.3998 2.3366
C 2.9480 2.3011 -0.2076
C -3.2033 -0.4273 1.8915
C -1.1090 -0.2291 3.7457
C -2.0828 2.0777 2.4818
C -0.7817 2.1370 -3.1774
C -1.0766 3.6225 -0.8286
C -2.9886 1.6592 -1.4933
H 0.0169 -3.9053 -8.7230
H 2.3171 -2.9510 -8.7394
H 3.7642 -0.5636 0.9891
H 3.2737 -0.1260 2.6495
H 4.3602 0.9500 1.7225
H 1.3147 1.9013 3.1981
H 1.1238 3.2154 2.0051
H 2.7456 2.8239 2.6421
H 3.4208 1.6961 -0.9900
H 3.7148 2.8604 0.3444
H 2.2482 3.0030 -0.6755
H -3.8407 -0.1913 2.7584
H -3.0779 -1.5186 1.8227
H -3.6900 -0.0771 0.9703
H -1.8820 0.0688 4.4742
H -0.1481 0.1978 4.0568
H -1.0158 -1.3177 3.7453
H -2.6833 2.0751 3.4054
H -2.6855 2.5105 1.6772
H -1.2047 2.7165 2.6438
H -1.4287 2.9233 -3.5941
H -0.9265 1.2075 -3.7339
H 0.2673 2.4302 -3.2804
H -1.8320 4.2379 -1.3424
H -0.0815 4.0302 -1.0466
H -1.2469 3.6695 0.2496
H -3.4096 2.3103 -2.2766
H -3.4608 1.8928 -0.5253
H -3.1957 0.6057 -1.7357
C 0.9477 -1.5995 -3.5738
C -0.4609 -1.7488 -3.5469
C -1.0675 -2.7260 -4.3336
C -0.2944 -3.5341 -5.1799
C 1.0963 -3.3519 -5.2214
C 1.7177 -2.3938 -4.4444
S 1.7889 -0.4747 -2.5832
H -1.6790 -1.2448 -0.8780
H -1.0742 -1.0835 -2.9225
H -2.1490 -2.8730 -4.2994
H -0.7600 -4.2890 -5.8281
H 1.7009 -3.9275 -5.9230
H 2.8003 -2.2360 -4.4795
N 1.2875 -2.8846 0.6428
C 1.2566 -3.4482 1.9748
C 0.9978 -4.8058 2.1205
C 1.1926 -5.3950 3.3737
C 1.5880 -4.6025 4.4662
C 1.7552 -3.2204 4.3126
C 1.5725 -2.6238 3.0566
H 2.2062 -2.4805 0.4362
H 1.1425 -3.6271 -0.0413
H 0.7032 -5.4145 1.2581
H 1.0451 -6.4692 3.5057
H 1.7689 -5.0712 5.4347
H 2.0365 -2.6079 5.1722
H 1.7033 -1.5442 2.9156
```

Properties
2S+1: 1
charge: +3
energy above the lowest of the compared OMol25 structures with the same formula, charge and spin: 66.9 kcal per mole
HOMO energy (spin up / spin down): -15.540 / -15.560 eV

---

[3]
C2H2BrClN2S in the gas phase. Source: the OMol25 dataset; level of theory: wB97M-V/def2-TZVPD.

The geometry in XYZ format:
```
9
Properties=species:S:1:pos:R:3
C 0.3768 -0.6359 -0.2687
C 0.9316 0.5900 0.4734
N -0.7847 -0.8400 -0.6603
N -1.9120 -0.3889 -0.8710
S -0.1460 1.7787 1.1048
Cl 2.1146 1.2346 -0.8230
Br -3.2988 -0.5684 0.2979
H 1.1351 -1.3643 -0.5083
H 1.5834 0.1942 1.2552
```

Properties
2S+1: 1
charge: 0
energy above the lowest of the compared OMol25 structures with the same formula, charge and spin: 48.4 kcal per mole
HOMO energy (spin up / spin down): -8.076 / -9.500 eV

---

[4]
4 unconnected molecules or ions with the total composition C3H16N2O3. Source: the OMol25 dataset; level of theory: wB97M-V/def2-TZVPD.

The geometry in XYZ format:
```
24
Properties=species:S:1:pos:R:3
C -0.2216 -1.1036 1.9588
C -0.9404 0.0127 1.1151
N -0.5918 -0.0295 -0.2324
C -1.6318 0.2338 -1.3119
N -2.9937 0.5216 -0.9719
H -0.8501 -1.4726 2.7730
H 0.6284 -0.8995 2.6196
H -0.0248 -1.9660 1.3365
H -2.0053 -0.0367 1.3864
H -0.7061 0.9363 1.6792
H -0.0196 -0.8442 -0.4506
H -1.5986 -0.6726 -1.9650
H -1.1388 1.1461 -1.7800
H -3.2269 -0.1499 -0.2578
H -3.0899 1.4616 -0.6175
H 5.5092 2.4213 -0.7653
H 6.5417 3.4940 -0.9899
O 5.6329 3.3810 -0.6900
H -3.6763 -3.4980 0.9195
H -4.1126 -1.9493 1.1513
O -4.1416 -2.8540 1.4729
H 3.5603 1.0048 -1.9426
H 4.5970 0.0593 -2.5205
O 4.5003 0.8033 -1.9170
```

Properties
2S+1: 2
charge: +1
energy above the lowest of the compared OMol25 structures with the same formula, charge and spin: 32.2 kcal per mole
HOMO energy (spin up / spin down): -12.909 / -12.909 eV

---

[5]
A molecular structure, C13H15BBiF6N6O6S3. Source: the OMol25 dataset; level of theory: wB97M-V/def2-TZVPD.

The geometry in XYZ format:
```
51
Properties=species:S:1:pos:R:3
Bi -0.6333 -0.4135 -0.3555
C 2.2219 -3.6178 1.4495
C 1.5907 -2.3963 0.8540
N 0.3506 -2.3924 0.4753
N -0.4492 -3.4101 0.7090
C -1.4974 -3.5612 -0.0721
N -2.4146 -4.4900 0.2915
S -1.6432 -2.7873 -1.5796
C 2.3819 -1.2060 0.6589
C 3.6876 -1.0754 1.1542
C 4.3557 0.1162 0.9689
C 3.7261 1.1537 0.2904
C 2.4466 0.9364 -0.1958
N 1.8201 -0.2123 -0.0326
H 1.4672 -4.3933 1.5345
H 2.6240 -3.4028 2.4375
H 3.0288 -3.9573 0.7992
H -2.4431 -4.7312 1.2707
H -3.2973 -4.4391 -0.1917
H 4.1652 -1.8883 1.6763
H 5.3615 0.2348 1.3512
H 4.2192 2.1012 0.1379
H 1.9041 1.6923 -0.7411
F 0.7022 2.6795 -5.5018
C -0.1315 1.6961 -5.1485
F 0.4004 0.5520 -5.5981
F -1.2737 1.8869 -5.8074
S -0.3729 1.6327 -3.2743
O 0.8972 1.1856 -2.7896
O -1.4954 0.7741 -3.0708
N -0.6806 3.1656 -3.0466
S -0.7027 3.5857 -1.5347
O -1.8050 4.4108 -1.1630
O -0.3106 2.5330 -0.6376
C 0.7508 4.8060 -1.5191
F 0.5781 5.7733 -2.4222
F 0.9173 5.4089 -0.3336
F 1.9062 4.1958 -1.8042
B -5.0676 -1.4248 1.4863
C -3.6618 -1.1288 0.9603
N -2.5958 -0.9098 0.5530
H -5.2653 -2.5995 1.3289
H -5.8143 -0.7483 0.8381
H -5.0768 -1.1265 2.6483
C -1.0609 1.2615 3.7456
O -1.1569 0.8168 2.3938
C -0.2231 -0.0075 1.9451
O 0.6941 -0.4085 2.6349
H -1.8659 1.9780 3.8824
H -0.0923 1.7360 3.9163
H -1.1660 0.4154 4.4277
```

Properties
2S+1: 1
charge: -1
energy above the lowest of the compared OMol25 structures with the same formula, charge and spin: 0.0 kcal per mole
HOMO energy: -5.536 eV

---

[6]
3 unconnected molecules or ions with the total composition C5H16N2O2. Source: the OMol25 dataset; level of theory: wB97M-V/def2-TZVPD.

The geometry in XYZ format:
```
25
Properties=species:S:1:pos:R:3
C -1.0274 -0.6451 -1.9282
C -1.7645 -0.7304 -0.5654
C -1.0699 0.0496 0.5611
C -0.4981 -0.8316 1.6955
N 0.8733 -1.3037 1.6492
C 1.7917 -1.2119 0.7932
N 1.9053 -0.4259 -0.3880
H -1.7013 -0.5523 -2.8087
H -0.5140 0.3133 -1.8560
H -0.3259 -1.4634 -2.1859
H -2.7999 -0.4308 -0.6592
H -1.7903 -1.7982 -0.3724
H -1.7494 0.7483 1.0795
H -0.2899 0.6911 0.2424
H -1.1558 -1.6978 1.7288
H -0.6789 -0.4600 2.7596
H 2.6644 -1.8492 0.9558
H 1.1599 0.1743 -0.7147
H 2.2476 -1.1057 -1.0764
O 1.9533 1.5542 1.8330
H 2.2328 1.2316 0.9316
H 1.7202 0.8030 2.3851
O -0.0670 2.9058 -1.2304
H -0.4237 2.5605 -2.0510
H -0.6925 3.4743 -0.7784
```

Properties
SMILES: CCCC/N=C\N.O.O
2S+1: 1
charge: 0
energy above the lowest of the compared OMol25 structures with the same formula, charge and spin: 46.4 kcal per mole
HOMO energy: -9.080 eV

---

[7]
A molecular structure, C4H7NO. Source: the OMol25 dataset; level of theory: wB97M-V/def2-TZVPD.

The geometry in XYZ format:
```
13
Properties=species:S:1:pos:R:3
C -0.5601 -1.3963 1.4645
C -0.2202 -0.3761 0.4339
N -0.2995 -0.5345 -0.8185
C 0.0163 0.5731 -1.6343
C 0.8416 1.6885 0.1110
O 0.1249 0.8494 0.9411
H 0.3293 -1.6377 2.0545
H -0.9415 -2.2977 0.9845
H -1.3111 -0.9916 2.1491
H 0.8899 0.4134 -2.2676
H -0.8421 0.8876 -2.2400
H 0.1996 1.6756 -1.0220
H 1.7729 1.1464 -0.1562
```

Properties
2S+1: 1
charge: 0
energy above the lowest of the compared OMol25 structures with the same formula, charge and spin: 107.4 kcal per mole
HOMO energy: -8.550 eV

---

[8]
3 unconnected molecules or ions with the total composition C24H57IO2P. Source: the OMol25 dataset; level of theory: wB97M-V/def2-TZVPD.

The geometry in XYZ format:
```
85
Properties=species:S:1:pos:R:3
C -1.7748 -0.6941 2.4802
C -0.2451 -0.7184 2.3371
C 0.4003 0.2701 3.3129
C 0.1210 1.7541 2.9829
C 0.6102 2.2853 1.5723
C 1.4602 3.5508 1.8249
C 2.7473 3.7948 0.9831
C 3.7261 2.6376 1.1314
C 4.4106 2.1384 -0.1859
C 4.2789 0.6592 -0.4764
C 4.3144 0.3452 -1.9968
C 3.4180 1.1375 -2.9908
C 2.4512 0.3267 -3.8396
C 1.0577 0.2310 -3.2477
C 0.1107 1.1524 -4.0282
P -1.2970 1.9205 -3.0121
C -2.6724 0.7253 -3.6642
C -2.3591 -0.7492 -3.7797
C -1.9644 -1.4197 -2.4758
I -3.6710 -1.9588 -1.2695
H -2.2736 -0.9821 1.5755
H -2.1340 0.3060 2.6889
H -2.0639 -1.3556 3.2927
H 0.0628 -0.4399 1.3335
H 0.0817 -1.7400 2.5162
H 1.4846 0.1476 3.2824
H 0.0219 0.0556 4.3099
H 0.6672 2.3351 3.7267
H -0.9307 1.9905 3.1143
H -0.2235 2.4647 0.9030
H 1.2047 1.5173 1.0812
H 0.8472 4.4382 1.6834
H 1.7934 3.5106 2.8609
H 3.1929 4.7177 1.3513
H 2.5167 3.9469 -0.0687
H 4.5309 2.9119 1.8088
H 3.2008 1.8224 1.6221
H 5.4654 2.3901 -0.0895
H 4.0198 2.7072 -1.0215
H 3.3993 0.2587 0.0230
H 5.1193 0.1260 -0.0339
H 4.0958 -0.7131 -2.1166
H 5.3503 0.4822 -2.3020
H 2.8498 1.9024 -2.4637
H 4.0961 1.6662 -3.6566
H 2.8673 -0.6769 -3.9362
H 2.3719 0.7370 -4.8426
H 1.1088 0.6345 -2.2343
H 0.7341 -0.8067 -3.2297
H -0.2026 0.6939 -4.9687
H 0.7281 2.0093 -4.3045
H -1.5714 2.8644 -4.1296
H -2.3220 2.6412 -2.2214
H -1.0268 1.0526 -1.8699
H -0.2857 2.8645 -2.4587
H -3.5415 0.8403 -3.0128
H -2.9921 1.0941 -4.6388
H -3.2589 -1.2640 -4.1229
H -1.5964 -0.9897 -4.5187
H -1.2570 -0.8615 -1.8777
H -1.5095 -2.3778 -2.7006
C -2.4713 0.4752 8.0908
C -1.9907 0.7616 6.6750
C -2.9821 1.6325 5.9183
O -1.7740 -0.4564 5.9707
H -3.4216 -0.0655 8.0675
H -1.7515 -0.1507 8.6193
H -2.6135 1.3977 8.6566
H -1.0210 1.2609 6.7127
H -3.9466 1.1244 5.8313
H -2.6234 1.8261 4.9076
H -3.1389 2.5875 6.4233
H -2.6180 -0.9184 5.9174
C -2.7667 -5.5867 -2.5655
C -1.5191 -6.3423 -2.9911
C -0.3959 -5.3856 -3.3619
O -1.8105 -7.2082 -4.0925
H -3.1340 -4.9603 -3.3831
H -3.5658 -6.2812 -2.3027
H -2.5691 -4.9435 -1.7085
H -1.1902 -6.9934 -2.1798
H -0.6947 -4.7555 -4.2044
H 0.4940 -5.9382 -3.6655
H -0.1352 -4.7368 -2.5245
H -2.1042 -6.6539 -4.8234
```

Properties
2S+1: 1
charge: -1
HOMO energy: -3.452 eV

---

[9]
14 unconnected molecules or ions with the total composition C40H80O50S8. Source: the OMol25 dataset; level of theory: wB97M-V/def2-TZVPD.

The geometry in XYZ format:
```
178
Properties=species:S:1:pos:R:3
C 4.0961 0.6860 -6.0411
C 3.3809 -0.5182 -5.5340
O 4.1284 -1.7276 -5.7961
C 4.9973 -2.1728 -4.8858
O 5.3453 -1.5782 -3.8349
O 5.4269 -3.4310 -5.1572
C 6.3901 -3.9902 -4.3724
H 5.0616 0.7697 -5.5422
H 3.4452 1.5260 -5.7984
H 4.3268 0.6049 -7.1033
H 2.5320 -0.7087 -6.1906
H 3.1117 -0.3090 -4.4987
H 6.4042 -5.0569 -4.5963
H 6.0797 -3.9429 -3.3286
H 7.2580 -3.3323 -4.3281
C -0.4324 -7.7751 6.2939
C -0.7468 -6.2252 6.3494
O -0.3825 -5.7593 5.0800
C -0.3568 -4.4509 4.8634
O -0.7925 -3.6172 5.6713
O 0.4222 -4.2124 3.8321
C 0.8319 -2.9336 3.2942
H -1.3086 -8.2909 5.9008
H -0.2887 -8.1894 7.2917
H 0.3713 -8.1041 5.6352
H -0.1509 -5.6982 7.0946
H -1.7685 -6.0127 6.6638
H 0.7018 -2.1210 4.0089
H 0.3593 -2.5962 2.3717
H 1.8640 -3.1105 2.9917
C 1.7345 -0.9687 -1.8350
C 0.2297 -0.8206 -1.7238
O 0.0696 -0.7226 -0.3354
C -1.1138 -0.2340 0.1285
O -1.9623 0.2510 -0.5747
O -1.0985 -0.3207 1.3997
C -1.9118 0.5536 2.2147
H 2.0836 -1.0810 -2.8615
H 2.0153 -1.8790 -1.3053
H 2.1960 -0.0597 -1.4492
H -0.3673 -1.6617 -2.0763
H -0.1201 0.0843 -2.2208
H -2.3271 0.0090 3.0627
H -2.7355 1.0534 1.7049
H -1.2984 1.4219 2.4552
C -0.0363 6.5190 7.4001
C 0.3072 5.2189 6.6185
O -0.4018 4.0835 7.0078
C -0.3121 2.8523 6.3522
O 0.3483 2.6543 5.3229
O -0.9450 1.8888 7.0972
C -0.9569 0.5621 6.6224
H 0.1110 7.4896 6.9265
H 0.4994 6.4330 8.3455
H -0.9918 6.5119 7.9246
H 1.3656 4.9769 6.7157
H 0.0178 5.4526 5.5939
H -1.7017 0.3286 5.8616
H -1.1530 -0.1279 7.4430
H 0.0598 0.3762 6.2761
C -3.4268 6.7684 6.0322
C -3.7082 6.9383 4.5164
O -4.0608 5.6593 4.0525
C -3.1823 4.7935 3.4645
O -3.4084 3.7230 2.9601
O -1.9810 5.3662 3.3839
C -0.8897 4.5741 2.8212
H -3.0919 7.6977 6.4931
H -2.7503 5.9342 6.2182
H -4.2753 6.5168 6.6684
H -2.7910 7.2555 4.0203
H -4.5642 7.6076 4.4306
H -1.0963 3.9914 1.9234
H -0.5840 3.8104 3.5364
H 0.0370 5.0866 2.5630
C 1.8893 1.2400 2.0759
C 3.2966 1.6927 1.6282
O 3.1589 2.8918 0.9356
C 4.2434 3.7449 0.8102
O 5.3762 3.5241 1.2328
O 3.8848 4.7995 0.0553
C 4.8773 5.6632 -0.4577
H 1.3640 0.9782 1.1575
H 1.3298 2.0373 2.5651
H 1.9632 0.3764 2.7370
H 3.8670 0.8954 1.1515
H 3.8312 1.7055 2.5781
H 4.5566 6.4053 -1.1889
H 5.7185 5.0867 -0.8426
H 5.3993 6.1605 0.3598
C 0.7015 2.6623 -1.7583
C 0.8863 4.0942 -1.4842
O 1.3483 4.7807 -2.5979
S 1.9530 3.7565 -3.7155
O 3.3524 3.3857 -3.4549
O 1.6195 4.1739 -5.0788
O 0.8412 2.6048 -3.1486
H -0.3068 2.3275 -1.5146
H 1.4182 2.0199 -1.2468
H 1.4409 4.3328 -0.5766
H -0.1008 4.4891 -1.2435
C 6.1705 -2.2923 -0.0446
C 4.8720 -2.0081 -0.7950
O 3.9970 -1.8285 0.3039
S 4.3955 -2.7867 1.5937
O 3.4618 -3.9513 1.5682
O 4.5043 -1.8675 2.7496
O 5.9435 -3.0346 1.0374
H 6.7751 -1.4680 0.3338
H 6.8479 -2.8359 -0.7033
H 4.5476 -2.8245 -1.4404
H 4.9982 -1.1414 -1.4438
C 1.0816 -5.8245 -6.3867
C 2.2603 -5.0602 -7.0632
O 1.8565 -3.6914 -7.0002
S 0.8800 -3.4098 -5.6833
O -0.0887 -2.4292 -6.1466
O 1.7269 -3.0695 -4.5584
O 0.3642 -4.9468 -5.5811
H 1.3172 -6.7720 -5.9022
H 0.4305 -6.2286 -7.1618
H 2.4814 -5.3997 -8.0751
H 3.2321 -5.1194 -6.5730
C -3.1470 0.9790 -4.7147
C -1.6049 0.7702 -4.8675
O -1.0060 1.8830 -5.4060
S -1.9558 3.1698 -5.1686
O -2.6163 3.6647 -6.3569
O -1.2820 4.1375 -4.3273
O -3.0295 2.2701 -4.2442
H -3.5844 0.3313 -3.9548
H -3.5990 0.8144 -5.6929
H -1.3084 -0.1207 -5.4210
H -1.2727 0.5694 -3.8489
C 1.1991 -4.8483 -1.4053
C 0.0021 -5.4094 -2.2579
O -1.1514 -5.2317 -1.4258
S -0.8223 -4.7620 0.1035
O -0.6107 -5.9251 0.8955
O -1.6539 -3.6723 0.6476
O 0.5724 -4.0751 -0.3853
H 1.7969 -4.2118 -2.0576
H 1.8195 -5.5806 -0.8887
H 0.3080 -6.4508 -2.3591
H -0.1384 -4.8605 -3.1891
C -5.7882 -2.3088 3.1688
C -4.6269 -2.8939 2.3354
O -4.1447 -1.7073 1.7369
S -5.4322 -0.8143 1.1078
O -6.0499 -1.5251 -0.0045
O -5.1371 0.6018 1.0036
O -6.2618 -1.1275 2.5147
H -5.6450 -2.0628 4.2210
H -6.6454 -2.9728 3.0575
H -4.9268 -3.6663 1.6272
H -3.8227 -3.3416 2.9192
C -4.7450 -2.6505 -2.4696
C -3.3011 -2.8314 -1.9197
O -2.5736 -2.2502 -2.9562
S -3.1228 -2.7814 -4.4503
O -2.8874 -4.2220 -4.6196
O -2.8965 -1.9100 -5.6063
O -4.6785 -2.6354 -3.8681
H -5.1298 -1.6576 -2.2368
H -5.3520 -3.5197 -2.2162
H -3.1154 -3.9038 -1.9794
H -3.1457 -2.3070 -0.9768
C -3.4015 3.1208 -0.5051
C -4.6062 3.9914 -0.2602
O -4.0457 5.2219 -0.0441
S -2.8415 5.5650 -1.1472
O -1.7996 6.4008 -0.5572
O -3.3556 5.9195 -2.4598
O -2.4556 3.9490 -1.1574
H -3.6154 2.3622 -1.2579
H -2.9687 2.7152 0.4094
H -5.2473 3.6095 0.5342
H -5.2531 4.0615 -1.1347
```

Properties
2S+1: 2
charge: +1
HOMO energy (spin up / spin down): -11.933 / -11.933 eV

---

[10]
C4H5N in the gas phase. Source: the OMol25 dataset; level of theory: wB97M-V/def2-TZVPD.

The geometry in XYZ format:
```
10
Properties=species:S:1:pos:R:3
C -2.4704 -0.0285 -0.2418
C -1.2909 -0.1309 0.0162
C 0.1111 -0.1799 0.4284
C 1.1780 0.6111 -0.1797
N 1.0860 -0.7880 -0.4933
H -3.5467 -0.0457 -0.4313
H 0.2101 -0.3457 1.4882
H 1.9782 0.9911 0.4668
H 0.9761 1.2635 -1.0530
H 1.7685 -1.3470 -0.0004
```

Properties
SMILES: C#C[C@@H]1CN1
2S+1: 1
charge: 0
energy above the lowest of the compared OMol25 structures with the same formula, charge and spin: 68.5 kcal per mole
HOMO energy: -9.715 eV

---

> Which value of charge does entry 7 give?

0